{
  "formula": "C4H12O",
  "method": "ωB97M-V with the def2-TZVPD basis set",
  "elements": ["C", "C", "C", "C", "H", "H", "H", "H", "H", "H", "H", "H", "H", "H", "O", "H", "H"],
  "positions_angstrom": [[0.330, -0.125, -1.648], [1.474, 0.261, -0.672], [0.937, 0.713, 0.684], [-0.096, 1.826, 0.710], [-0.170, -1.041, -1.312], [0.652, -0.219, -2.681], [-0.423, 0.643, -1.640], [1.989, 1.023, -1.264], [2.135, -0.604, -0.606], [1.737, 0.987, 1.372], [0.466, -0.195, 1.009], [0.288, 2.748, 0.265], [-0.508, 1.930, 1.710], [-0.987, 1.598, 0.131], [-2.243, -2.265, 0.839], [-1.800, -3.108, 1.009], [-1.575, -1.804, 0.327]],
  "homo_lumo_gap_ev": 12.1986,
  "smiles": "CCCC.O"
}

{
  "formula": "C39H45F3N2S6SbV",
  "method": "ωB97M-V with the def2-TZVPD basis set",
  "elements": ["V", "C", "C", "C", "C", "C", "C", "C", "C", "C", "C", "C", "C", "C", "C", "C", "C", "C", "H", "H", "H", "H", "H", "H", "H", "H", "H", "H", "H", "H", "H", "H", "H", "H", "H", "H", "H", "H", "H", "H", "H", "H", "H", "H", "H", "H", "H", "S", "C", "S", "C", "C", "S", "S", "S", "F", "C", "C", "C", "C", "C", "C", "Sb", "C", "C", "C", "C", "F", "C", "C", "C", "C", "C", "C", "F", "C", "C", "H", "H", "H", "H", "H", "H", "H", "H", "H", "H", "H", "H", "N", "C", "N", "S", "H", "H", "H", "H"],
  "positions_angstrom": [[0.148, 0.115, 0.203], [1.542, 1.380, 1.453], [0.312, 1.304, 2.191], [0.106, -0.086, 2.543], [1.186, -0.792, 1.971], [2.088, 0.092, 1.332], [3.494, -0.265, 0.882], [3.555, -1.637, 0.209], [4.075, 0.798, -0.051], [4.343, -0.308, 2.166], [-0.829, -0.820, 3.519], [-0.911, -2.316, 3.168], [-2.265, -0.308, 3.580], [-0.193, -0.737, 4.923], [-0.397, 2.565, 2.694], [-0.292, 2.633, 4.226], [0.296, 3.821, 2.148], [-1.865, 2.646, 2.284], [2.028, 2.286, 1.138], [1.328, -1.856, 2.054], [3.061, -1.630, -0.763], [3.085, -2.407, 0.822], [4.598, -1.923, 0.066], [3.475, 0.910, -0.954], [5.082, 0.509, -0.357], [4.150, 1.768, 0.446], [3.995, -1.093, 2.839], [4.294, 0.643, 2.700], [5.386, -0.509, 1.916], [-1.227, -2.489, 2.141], [-1.643, -2.784, 3.828], [0.035, -2.830, 3.332], [-2.758, -0.364, 2.607], [-2.335, 0.713, 3.945], [-2.828, -0.932, 4.276], [0.881, -0.920, 4.876], [-0.636, -1.501, 5.564], [-0.350, 0.227, 5.403], [0.720, 2.406, 4.565], [-0.977, 1.952, 4.721], [-0.542, 3.643, 4.556], [1.326, 3.903, 2.496], [-0.244, 4.704, 2.496], [0.296, 3.842, 1.055], [-2.381, 1.691, 2.364], [-1.946, 2.976, 1.251], [-2.383, 3.384, 2.902], [-0.828, -3.879, -5.831], [-0.525, -3.050, -4.451], [0.638, -1.771, -4.341], [0.355, -1.363, -2.676], [-0.566, -2.100, -2.030], [-0.924, -1.757, -0.354], [-1.319, -3.370, -2.942], [1.129, -0.006, -1.889], [-6.159, 5.853, -1.214], [-5.109, 5.005, -1.234], [-5.230, 3.807, -1.907], [-4.148, 2.938, -1.906], [-2.962, 3.254, -1.248], [-2.875, 4.489, -0.610], [-3.946, 5.372, -0.585], [-1.279, 1.902, -1.350], [-1.829, 1.052, -3.212], [-2.750, 0.009, -3.281], [-3.115, -0.538, -4.504], [-2.551, -0.016, -5.652], [-2.918, -0.521, -6.842], [-1.621, 1.003, -5.620], [-1.257, 1.528, -4.389], [0.041, 3.439, -2.035], [-0.415, 4.493, -2.825], [0.447, 5.482, -3.270], [1.779, 5.401, -2.911], [2.624, 6.361, -3.336], [2.276, 4.371, -2.138], [1.393, 3.392, -1.708], [-6.150, 3.566, -2.420], [-4.247, 1.999, -2.434], [-1.954, 4.796, -0.129], [-3.884, 6.331, -0.091], [-3.187, -0.400, -2.377], [-3.814, -1.360, -4.572], [-1.186, 1.363, -6.542], [-0.508, 2.311, -4.361], [-1.461, 4.555, -3.103], [0.106, 6.302, -3.886], [3.328, 4.340, -1.892], [1.774, 2.570, -1.113], [-6.605, 0.686, 0.420], [-5.333, 1.101, 0.574], [-5.170, 2.345, 1.065], [-4.037, 0.110, 0.183], [-7.383, 1.206, 0.787], [-6.749, -0.267, 0.137], [-5.937, 2.997, 1.073], [-4.245, 2.736, 0.997]],
  "homo_lumo_gap_ev": [6.6890, 6.6855]
}

{
  "formula": "C37H52AsCsN3PS",
  "method": "ωB97M-V with the def2-TZVPD basis set",
  "elements": ["Cs", "C", "C", "C", "C", "C", "C", "H", "H", "H", "H", "H", "H", "N", "C", "C", "C", "C", "C", "C", "C", "C", "C", "C", "C", "C", "H", "H", "H", "H", "H", "H", "H", "H", "H", "H", "N", "C", "N", "C", "C", "C", "C", "C", "C", "S", "H", "H", "H", "H", "H", "H", "C", "C", "C", "P", "C", "C", "C", "C", "C", "C", "H", "H", "H", "H", "H", "H", "H", "H", "H", "H", "H", "H", "H", "H", "H", "H", "H", "H", "H", "H", "H", "C", "As", "C", "C", "H", "H", "H", "H", "H", "H", "H", "H", "H"],
  "positions_angstrom": [[-0.071, -0.037, 0.971], [-0.308, -0.803, 4.961], [-0.234, 0.580, 5.001], [-1.208, 1.343, 4.378], [-2.268, 0.724, 3.734], [-2.349, -0.660, 3.705], [-1.362, -1.425, 4.309], [0.452, -1.397, 5.449], [0.577, 1.063, 5.527], [-1.147, 2.423, 4.404], [-3.039, 1.324, 3.268], [-3.195, -1.144, 3.237], [-1.426, -2.507, 4.291], [1.108, 2.074, -0.916], [1.865, 3.245, -0.769], [1.550, 4.357, -1.541], [2.244, 5.546, -1.397], [3.287, 5.620, -0.489], [3.631, 4.503, 0.255], [2.938, 3.302, 0.141], [3.330, 2.116, 0.925], [4.688, 1.815, 1.039], [5.098, 0.715, 1.768], [4.147, -0.071, 2.401], [2.802, 0.229, 2.252], [2.313, 1.321, 1.512], [0.828, 1.907, -1.878], [1.612, 1.292, -0.496], [0.739, 4.282, -2.259], [1.972, 6.404, -1.999], [3.842, 6.542, -0.372], [4.460, 4.555, 0.947], [5.433, 2.414, 0.520], [6.149, 0.452, 1.830], [4.469, -0.925, 2.996], [2.071, -0.430, 2.743], [3.285, -3.033, 1.136], [3.888, -2.201, 0.242], [3.263, -1.381, -0.523], [4.128, -0.670, -1.308], [3.777, 0.343, -2.189], [4.766, 1.010, -2.880], [6.104, 0.665, -2.727], [6.480, -0.357, -1.874], [5.490, -1.005, -1.161], [5.647, -2.276, 0.023], [2.407, -2.669, 1.488], [3.890, -3.380, 1.864], [2.737, 0.594, -2.304], [4.498, 1.825, -3.536], [6.859, 1.210, -3.272], [7.518, -0.631, -1.762], [-6.114, 0.146, -1.680], [-5.086, 0.557, -0.629], [-5.391, -0.143, 0.698], [-3.242, 0.362, -0.981], [-2.861, 1.868, -2.040], [-2.398, 2.978, -1.094], [-3.960, 2.411, -2.954], [-3.015, -1.078, -2.182], [-3.488, -2.367, -1.511], [-3.536, -0.975, -3.612], [-7.110, 0.417, -1.327], [-6.105, -0.928, -1.843], [-5.950, 0.649, -2.628], [-5.185, 1.637, -0.453], [-5.320, -1.225, 0.595], [-6.401, 0.101, 1.029], [-4.689, 0.177, 1.467], [-2.004, 1.560, -2.654], [-3.178, 3.206, -0.366], [-2.186, 3.885, -1.657], [-1.489, 2.695, -0.567], [-4.808, 2.777, -2.379], [-4.313, 1.669, -3.664], [-3.559, 3.252, -3.519], [-1.915, -1.130, -2.248], [-4.573, -2.419, -1.481], [-3.108, -2.422, -0.489], [-3.128, -3.236, -2.061], [-4.617, -0.897, -3.654], [-3.249, -1.873, -4.159], [-3.096, -0.123, -4.126], [0.887, -5.354, 1.661], [-0.118, -3.714, 1.247], [-1.909, -4.499, 1.527], [-0.021, -3.918, -0.700], [0.395, -6.218, 1.210], [0.952, -5.516, 2.739], [1.901, -5.281, 1.267], [-2.112, -5.289, 0.801], [-2.682, -3.736, 1.443], [-1.969, -4.921, 2.531], [-0.343, -4.920, -0.989], [1.010, -3.769, -1.022], [-0.650, -3.186, -1.206]],
  "homo_lumo_gap_ev": 6.2960
}

The calculation returns the following molar mass values, one per record and in order: 76.1, 963.9, 809.7 g/mol.
The calculation returns the following electronic energy values, one per record and in order: -6389.858, -149544.455, -125193.195 eV.